Density functional theory data (ωB97M-V/def2-TZVPD) for a cluster of 3 separate species, C35H44ClFN4O9S2 in total.

```
96
C35H44ClFN4O9S2 (ωB97M-V/def2-TZVPD)
C -1.40 -1.92 4.20
C -0.13 -1.08 3.52
Cl 0.41 0.14 4.86
C -0.57 -0.15 2.24
N -1.00 -0.90 1.01
C -2.47 -0.78 0.70
C -3.64 -1.90 0.96
C -5.25 -1.66 0.61
C -5.76 -0.21 -0.06
C -4.57 0.91 -0.31
C -2.97 0.68 0.05
C -1.90 1.90 -0.22
C -0.76 1.92 -1.44
C 0.25 3.24 -1.49
C -0.01 4.40 -0.36
N -1.05 4.43 0.72
C -1.92 3.20 0.77
S -3.15 -3.57 1.66
C -1.30 -3.70 1.20
C -0.68 -5.21 1.12
C 0.92 -5.39 0.70
O 1.60 -6.73 0.60
C 1.20 -7.43 -0.63
N 1.00 -8.07 -1.75
C 1.76 -4.01 0.42
C 3.38 -4.12 0.03
O 3.88 -3.59 -1.12
N 4.30 -4.81 1.01
C 3.84 -4.64 2.46
O 3.58 -3.43 3.02
F 3.70 -5.84 3.35
C 1.14 -2.48 0.52
S 2.23 -0.97 0.19
C -0.48 -2.31 0.93
H -2.41 -1.36 4.02
H -1.40 -3.05 3.91
H -1.18 -1.89 5.38
H 0.82 -1.75 3.34
H -1.45 0.60 2.52
H 0.34 0.55 1.92
H -6.08 -2.48 0.77
H -6.87 0.00 -0.36
H -4.86 1.97 -0.76
H -0.70 1.02 -2.19
H 1.10 3.36 -2.29
H 0.72 5.34 -0.42
H -2.74 3.18 1.64
H -1.30 -6.19 1.36
H 4.28 -5.83 0.77
H 3.50 -1.30 0.71
C -1.46 -2.02 -3.07
O -2.62 -2.50 -3.73
C -3.83 -2.21 -3.06
C -4.85 -1.52 -3.97
O -4.49 -0.24 -4.51
C -3.37 -0.19 -5.39
C -3.47 -0.96 -6.71
O -3.61 -2.36 -6.51
C -4.74 -2.92 -7.17
H -1.02 -2.81 -2.47
H -0.73 -1.71 -3.84
H -1.66 -1.14 -2.44
H -3.67 -1.60 -2.17
H -4.26 -3.17 -2.73
H -5.75 -1.33 -3.37
H -5.19 -2.18 -4.77
H -2.46 -0.44 -4.85
H -3.25 0.87 -5.65
H -2.54 -0.81 -7.27
H -4.28 -0.55 -7.31
H -5.57 -2.21 -7.27
H -5.10 -3.77 -6.57
H -4.44 -3.29 -8.16
C 4.00 2.76 0.92
O 3.69 3.98 1.58
C 2.97 3.82 2.79
C 3.64 4.55 3.97
O 4.95 4.13 4.34
C 6.00 4.29 3.37
C 6.34 5.73 2.95
O 5.25 6.38 2.31
C 4.90 7.63 2.89
H 3.25 2.55 0.16
H 4.98 2.87 0.44
H 4.07 1.91 1.62
H 2.83 2.76 3.05
H 1.97 4.25 2.64
H 3.02 4.37 4.85
H 3.62 5.63 3.83
H 5.82 3.65 2.51
H 6.90 3.88 3.85
H 7.16 5.68 2.22
H 6.70 6.28 3.81
H 5.12 7.66 3.97
H 3.82 7.77 2.76
H 5.43 8.44 2.38
```

## Properties
SMILES = C[C@H](Cl)CN1c2c(cccc2-c2cccnc2)Sc2cc(OC#N)c(C(=O)NC(=O)F)c(S)c21.COCCOCCOC.COCCOCCOC
multiplicity = 1
HOMO energy = -8.4800 eV
orbital gap = 6.85 eV
DFT total energy = -3611.4622 a.u.